[1]
# C3H5N2O2

2 unconnected molecules or ions with the total composition C3H5N2O2 in a non-equilibrium geometry (wB97M-V/def2-TZVPD, OMol25).

```
! wB97M-V def2-TZVPD RIJCOSX def2/J DEFGRID3
* xyz -1 1
C -0.7888 -0.1708 -0.2690
C -0.7851 -0.4589 1.2977
C -0.4526 0.7641 0.5825
N 1.0099 -0.1645 -2.9647
N -0.0127 -0.6630 -3.5638
O 0.0655 -1.0909 -4.7243
O -1.0175 -0.8928 -2.8552
H -1.0975 -0.4419 -1.2508
H 1.7737 -0.1619 -3.6985
H -1.7404 -0.7612 1.7127
H -0.0351 -1.1893 1.7753
H -0.1860 1.7569 1.0059
*
```

Computed properties:
- Electronic energy: -10261.8725 eV
- HOMO: -4.4 eV
- Kohn-Sham gap: 8.498 eV

[2]
# C4H11ClN2Si

A molecular structure, C4H11ClN2Si in a non-equilibrium geometry (wB97M-V/def2-TZVPD, OMol25).

```
! wB97M-V def2-TZVPD RIJCOSX def2/J DEFGRID3
* xyz 0 1
C -0.0737 0.6625 -0.3535
C 0.9287 2.4830 0.7554
C -1.4010 -1.6667 1.0020
C -1.2333 -0.1305 -0.9153
N -0.2313 1.7259 0.2197
N -1.0341 -1.4389 -0.4090
Si 2.0216 -0.4044 -0.7223
Cl -2.8898 0.6298 -0.7518
H 1.8682 1.8873 0.6121
H 0.7769 2.6807 1.8108
H 0.9208 3.5053 0.1204
H -0.9082 -2.7170 1.3428
H -0.7570 -1.0638 1.6940
H -2.5046 -1.6986 1.0477
H -0.9996 -0.1999 -1.9928
H -1.4528 -2.2043 -1.0962
H 2.8261 0.3407 -1.6930
H 2.7096 -0.5955 0.5707
H 1.4333 -1.7957 -1.2419
*
```

Computed properties:
- Electronic energy: -27703.2872 eV
- HOMO: -8.6 eV
- Kohn-Sham gap: 9.256 eV

[3]
# C25H47Br2NO3PmSi2

A molecular structure, C25H47Br2NO3PmSi2 in a non-equilibrium geometry (wB97M-V/def2-TZVPD, OMol25).

```
! wB97M-V def2-TZVPD RIJCOSX def2/J DEFGRID3
* xyz 1 5
O -1.7118 -2.0410 -3.2038
O -2.6267 -0.8649 -4.9153
C -0.6249 -3.0196 -3.4141
C 0.2133 -3.2724 -2.1840
H -0.0514 -2.5790 -4.2397
H -1.0226 -4.0008 -3.7445
H 0.4706 -2.3557 -1.6660
H 1.1275 -3.7768 -2.5343
H -0.2568 -3.9573 -1.4653
C -2.5608 -2.3753 -2.0530
C -3.4401 -3.5184 -2.4932
H -3.1092 -1.4448 -1.8683
H -1.9119 -2.6364 -1.1982
H -3.8857 -3.3150 -3.4800
H -4.2570 -3.7452 -1.7955
H -2.8385 -4.4362 -2.5434
C -3.5346 0.2269 -4.7493
C -2.2854 -1.2301 -6.3294
C -4.5211 -0.0442 -3.6557
H -3.9960 0.4006 -5.7318
H -2.9070 1.0830 -4.5367
H -4.9670 -1.0480 -3.6794
H -5.2973 0.6960 -3.8655
H -4.1112 0.1362 -2.6529
C -3.1946 -2.3544 -6.6921
H -1.2246 -1.4619 -6.2928
H -2.4121 -0.3248 -6.9167
H -3.0694 -3.1604 -5.9578
H -2.9986 -2.7381 -7.6960
H -4.2247 -1.9943 -6.6014
H -2.4851 -1.6603 -4.1933
Pm 1.2775 1.2886 -0.8731
C -0.3128 1.1944 -2.3601
Si 0.5983 1.7573 -3.8850
H -1.3092 1.6693 -2.4206
H -0.5919 0.1458 -2.6320
C 1.4676 0.3259 -4.7080
C 1.7298 3.1024 -3.3152
C -0.6201 2.3269 -5.1882
C 3.4260 0.1469 -1.4095
Si 4.4036 1.2076 -0.2498
H 3.8337 0.0573 -2.4348
H 3.2485 -0.8942 -1.0418
C 5.1495 2.6732 -1.1728
C 5.7606 0.2113 0.5866
C 3.3496 1.9628 1.1522
H -0.1512 3.1413 -5.7682
H -1.5468 2.7136 -4.7398
H -0.9019 1.5127 -5.8872
H 2.2749 -0.1101 -4.1072
H 1.8986 0.6949 -5.6469
H 0.7589 -0.4830 -4.9455
H 2.7393 2.7785 -3.0096
H 1.2739 3.7104 -2.5064
H 1.8368 3.7558 -4.2033
H 6.3370 -0.3212 -0.1850
H 5.3225 -0.5330 1.2705
H 6.4595 0.8285 1.1713
H 2.8019 1.2267 1.7628
H 2.6622 2.7877 0.8742
H 4.0886 2.4308 1.8222
H 6.1246 2.9474 -0.7405
H 4.5095 3.5667 -1.1263
H 5.3037 2.4088 -2.2276
Br 1.7496 -2.7621 1.8035
C 0.6914 -1.3000 2.3881
C 0.3927 -1.0618 3.7184
C -0.2237 0.1040 4.1435
Br -0.5783 0.3354 6.0003
C -0.5317 1.1548 3.2334
C -0.9785 2.4382 3.5949
C -0.9884 3.4498 2.6663
C -0.5872 3.2107 1.3462
N -0.1460 1.9805 0.9748
C -0.2055 0.9373 1.8551
C 0.3355 -0.3419 1.4077
O 0.6262 -0.5518 0.1512
H 0.6639 -1.8195 4.4585
H -1.2827 2.6277 4.6241
H -1.2865 4.4662 2.9225
H -0.6211 3.9786 0.5722
*
```

Computed properties:
- Expectation value of S²: 6.008
- Electronic energy: -206707.9837 eV
- HOMO (spin up / spin down): -9.4 / -9.3 eV
- Kohn-Sham gap (spin up / spin down): 6.736 / 6.698 eV

[4]
# C6H11ErO4

A molecular structure, C6H11ErO4 in a non-equilibrium geometry (wB97M-V/def2-TZVPD, OMol25).

```
! wB97M-V def2-TZVPD RIJCOSX def2/J DEFGRID3
* xyz -1 5
O 1.0223 -1.1198 -1.4986
C 1.3159 -1.7946 -0.3329
C 1.7837 -0.9316 0.8385
O 3.1520 -0.5480 0.7363
C 3.5229 0.6729 0.2060
C 2.7977 1.4876 -0.5753
Er 0.8321 0.9957 -1.8201
H 2.0888 -2.5788 -0.5069
H 0.4388 -2.3673 0.0517
H 1.2688 -0.0088 1.1566
H 4.5675 0.8497 0.5049
H 3.3759 2.4052 -0.7776
O -1.2386 1.6720 -0.5814
H -1.6948 2.4707 -0.9084
C -4.0394 -0.4762 0.0835
O -3.2704 0.5731 -0.4388
C -2.0884 0.8566 0.3100
H -4.6947 -0.9112 -0.6897
H -3.3936 -1.2849 0.4722
H -4.6591 -0.0783 0.9007
H -2.4523 1.5843 1.0617
H 1.3652 -1.4683 1.8076
*
```

Computed properties:
- Expectation value of S²: 6.003
- Electronic energy: -42207.1213 eV
- HOMO (spin up / spin down): -2.0 / -2.6 eV
- Kohn-Sham gap (spin up / spin down): 5.261 / 5.719 eV